Entry 1:
DFT (ωB97M-V/def2-TZVPD) results for a structure of composition C24H31As2CoF6N7O4PS2.

The calculation puts the orbital gap (spin up / spin down) at 8.42 / 8.44 eV. The expectation value of S² is 0.758. The multiplicity is 2. The calculation puts the highest occupied orbital energy (spin up / spin down) at -10.87 / -10.89 eV. For the electronic energy, the calculation gives -9208.487151 hartree. As for the net charge: +1.

```
78
Properties=species:S:1:pos:R:3:forces:R:3
Co 0.752294 0.349897 0.178234 0.07 -0.05 -0.02
C 0.452426 -4.998325 -0.538454 0.00 0.00 0.00
N 0.010894 -3.644293 -0.228530 0.01 -0.01 -0.02
C -1.234004 -3.299852 0.218004 0.00 -0.01 0.03
C -1.211041 -1.954128 0.432940 0.00 0.02 0.00
N 0.026438 -1.477101 0.111525 0.03 0.00 0.01
C 0.757250 -2.516720 -0.277654 -0.01 0.03 0.01
P 2.562619 -2.497457 -0.498206 -0.04 -0.05 0.03
C 2.876643 -1.528575 1.010900 -0.02 0.01 0.00
N 2.231886 -0.421336 1.372810 0.02 0.01 0.03
C 2.759334 -0.047562 2.578550 0.00 0.00 0.00
C 3.728971 -0.933254 2.939958 0.00 -0.01 0.00
N 3.795452 -1.864265 1.943473 0.01 0.00 -0.01
C 4.680201 -3.021540 1.926802 0.00 0.00 0.00
C 2.747008 -1.110981 -1.648686 -0.01 0.00 -0.07
N 2.167978 0.060809 -1.470870 0.02 0.07 0.02
C 2.743658 0.919891 -2.358725 -0.05 -0.03 -0.03
C 3.668951 0.243533 -3.102050 0.04 0.01 0.02
N 3.670841 -1.043328 -2.641773 -0.01 -0.01 0.01
C 4.513953 -2.123534 -3.136101 0.00 0.00 0.00
H -0.425802 -5.626386 -0.656367 0.00 0.00 0.00
H 1.069586 -5.395313 0.265591 0.00 0.00 0.00
H 1.016916 -5.005126 -1.467230 0.00 0.00 0.00
H -2.018372 -4.025676 0.340769 0.00 0.00 -0.01
H -1.999446 -1.314739 0.785902 0.01 -0.01 -0.01
H 2.438957 0.818764 3.126009 0.00 0.00 -0.01
H 4.366439 -0.972938 3.805331 0.00 0.00 0.00
H 5.421410 -2.895426 2.710443 0.00 0.00 0.00
H 5.191682 -3.093782 0.970041 0.00 0.00 0.00
H 4.120563 -3.936801 2.110905 0.00 0.00 0.00
H 2.478345 1.961979 -2.396793 0.00 0.00 0.00
H 4.321538 0.563166 -3.895667 0.00 0.00 0.00
H 5.173060 -1.721724 -3.899931 0.00 0.00 0.00
H 3.906833 -2.913582 -3.573242 0.00 0.00 0.00
H 5.120438 -2.534267 -2.331521 0.00 0.00 0.00
F 2.298467 4.938620 -0.465915 -0.01 -0.01 0.02
C 1.727068 4.770969 0.726312 0.06 -0.02 0.00
F 2.272070 5.600891 1.598058 -0.01 0.00 0.01
F 0.427800 5.027318 0.620087 -0.02 0.00 0.00
S 2.000545 3.027395 1.259204 -0.07 0.02 -0.04
O 1.357069 2.283752 0.165380 0.04 0.01 0.09
O 3.410427 2.874042 1.388248 0.01 0.02 -0.01
N 1.259686 2.934624 2.625003 0.02 0.01 -0.02
S 0.044339 2.024888 3.045140 0.04 0.01 -0.01
O -0.435727 1.167133 1.975880 -0.11 0.00 0.00
O 0.273279 1.428901 4.318954 0.00 -0.01 0.00
C -1.285280 3.265524 3.343122 -0.01 -0.01 0.01
F -2.377566 2.630714 3.763758 0.01 0.02 -0.01
F -0.891511 4.122339 4.272176 -0.01 -0.01 -0.02
F -1.569279 3.931527 2.227070 0.00 0.00 0.01
C -1.519583 3.006860 -1.143474 0.01 0.00 0.00
As -0.989522 1.148743 -1.309951 -0.04 0.04 0.01
C -0.419886 1.191507 -3.170857 0.00 -0.02 0.01
C -2.616929 0.082444 -1.483386 0.05 -0.03 -0.02
C -2.614392 -0.876187 -2.498668 0.00 0.01 -0.01
C -3.666816 -1.764492 -2.647801 0.01 0.00 0.00
C -4.739216 -1.708081 -1.771109 -0.01 0.01 0.01
C -4.743485 -0.761731 -0.758891 0.01 -0.01 0.00
C -3.692027 0.138335 -0.590965 -0.04 0.01 0.01
As -3.731857 1.421589 0.907524 0.02 0.00 0.00
C -5.615640 1.941909 0.783215 0.00 0.00 0.01
C -3.925173 0.125189 2.364870 -0.01 0.00 0.03
H -2.455256 3.167962 -1.676439 0.00 0.01 0.00
H -0.731425 3.610072 -1.592793 0.01 -0.01 -0.01
H -1.634280 3.276053 -0.099877 0.00 -0.01 -0.01
H -1.282572 1.374400 -3.809241 0.00 0.01 -0.01
H 0.071888 0.266019 -3.461469 0.00 0.00 0.00
H 0.288533 2.009234 -3.284477 0.00 0.00 0.00
H -1.784526 -0.938919 -3.190237 0.00 0.00 0.00
H -3.650237 -2.492454 -3.448681 0.00 0.00 0.00
H -5.571011 -2.392519 -1.877184 0.00 0.00 0.00
H -5.587814 -0.730114 -0.081161 0.00 0.00 0.00
H -6.292320 1.093880 0.874588 0.00 0.00 0.00
H -5.792812 2.447711 -0.164568 0.00 0.00 0.00
H -5.821079 2.641731 1.592530 0.00 0.00 0.00
H -4.634328 -0.661919 2.110277 0.00 -0.01 0.01
H -4.286485 0.660986 3.242404 -0.01 -0.01 0.00
H -2.957038 -0.306877 2.616959 0.00 0.01 -0.01
```
Positions in Å, forces in eV/Å.


Entry 2:
DFT (ωB97M-V/def2-TZVPD) results for a structure of composition C24H31AsN7O4ReS5.

The calculation puts the orbital gap at 5.56 eV. The multiplicity is 1. The calculation puts the highest occupied orbital energy at -13.72 eV. For the electronic energy, the calculation gives -5921.913052 hartree. As for the net charge: +2.

```
73
Properties=species:S:1:pos:R:3:forces:R:3
Re -15.350835 -5.517781 4.403750 -1.53 -0.75 -0.03
C -18.475464 -2.641580 8.296241 -0.48 0.27 0.35
C -18.476667 -2.084052 6.901222 1.56 -1.14 -0.58
N -18.883105 -3.128681 5.922192 1.50 0.31 0.67
C -20.319748 -3.383764 5.798942 -0.39 -0.63 -0.10
C -20.843161 -4.795606 6.182013 0.50 0.27 0.84
C -18.027808 -3.784529 5.153741 -1.16 -0.45 -0.29
S -16.242931 -3.871194 5.692270 -1.10 -0.48 -0.68
N -18.672553 -4.381674 4.148036 1.02 -0.90 -0.95
C -18.247161 -5.349227 3.332671 1.14 -0.70 -0.58
O -17.106521 -5.959327 3.390759 -0.86 0.81 0.97
C -19.066386 -5.877422 2.210645 0.71 -0.46 -0.55
C -20.170973 -5.175933 1.735470 -0.39 -1.34 0.01
C -20.920134 -5.704707 0.668800 0.90 0.77 0.78
C -20.496599 -6.909392 0.086678 -2.53 2.12 -0.92
C -19.324644 -7.514799 0.431132 -0.13 1.00 1.40
C -18.584511 -7.029441 1.489507 0.20 1.16 0.29
H -18.733804 -1.842728 8.976672 0.36 0.19 0.45
H -17.527538 -3.127582 8.579313 -0.48 0.20 -0.15
H -19.306792 -3.321559 8.365348 -0.19 -0.60 0.31
H -17.441936 -1.743801 6.694311 -0.75 0.02 -0.40
H -19.166654 -1.299799 6.697646 -0.42 0.84 0.31
H -20.660904 -3.055238 4.824128 0.18 -0.52 -0.52
H -20.824132 -2.692500 6.410353 -0.29 0.99 1.27
H -20.259162 -5.562343 5.658138 -0.74 0.07 -0.26
H -21.928017 -4.755353 5.950429 0.75 -0.58 -0.05
H -20.737484 -5.072595 7.283096 -0.11 0.84 -1.24
H -20.466358 -4.310852 2.289516 -0.24 0.56 -0.04
H -21.736427 -5.065940 0.301369 0.19 -0.87 0.01
H -21.162280 -7.202705 -0.737727 0.75 -0.51 0.28
H -19.034200 -8.318197 -0.141886 0.93 -1.78 -0.96
H -17.568927 -7.416480 1.651699 -0.79 0.05 0.28
S -11.931347 -6.404681 4.779140 0.31 0.25 0.23
As -12.691254 -7.501698 3.058809 0.95 -0.35 -0.03
S -14.669038 -7.152669 2.588131 -0.21 -0.14 0.12
S -13.497083 -5.201395 5.384022 0.81 0.64 1.25
S -11.104437 -8.569725 2.449318 -0.55 -0.03 -0.25
N -14.683903 -10.104030 7.503486 1.68 -0.12 -0.24
C -15.538275 -9.274608 6.920645 0.65 1.54 -0.78
C -15.111589 -8.205613 6.084782 1.78 -1.12 0.15
N -15.941530 -7.289568 5.598124 0.78 0.12 -0.94
C -17.218108 -7.436158 5.852345 -1.09 -2.49 2.27
C -17.638754 -8.549171 6.704137 -0.29 2.49 -0.69
N -16.818356 -9.421518 7.235598 -1.18 0.23 -0.20
H -13.652528 -10.034133 7.451833 -1.41 -0.13 0.04
H -15.128277 -10.805440 8.047589 0.12 -0.70 0.57
H -14.022318 -8.210695 5.823183 -1.18 0.49 0.21
H -17.922075 -6.709204 5.553413 -0.54 0.53 -0.42
H -18.691376 -8.485800 7.031235 0.56 -0.67 -0.30
C -13.812615 -0.241176 4.189263 0.10 -0.73 -2.60
C -12.696416 -1.033707 3.445405 -0.06 -0.81 1.18
C -13.048820 -2.260019 2.605980 0.33 -1.18 0.58
C -11.667296 -2.843327 2.103077 -0.29 -1.06 0.73
C -11.705538 -4.169312 1.344162 -0.91 -0.82 0.55
C -13.940218 -1.826046 1.496357 -0.47 0.44 -1.65
O -13.687996 -0.875924 0.783421 -0.40 -1.22 0.92
N -15.085738 -2.624388 1.271956 0.53 -0.22 0.63
C -15.324593 -3.864352 1.847850 1.36 0.07 -0.53
O -15.983540 -4.710247 1.328571 -0.72 -0.04 -0.20
N -14.623902 -4.178079 3.062326 0.12 0.85 -0.25
C -13.574464 -3.423654 3.423771 -1.35 1.19 -1.18
O -12.969775 -3.613697 4.496966 1.14 -0.48 1.02
H -13.439816 0.745976 4.404960 -0.07 0.29 0.22
H -14.073621 -0.770805 5.066663 -0.33 -0.35 1.11
H -14.728089 -0.166578 3.533382 0.88 0.15 0.65
H -11.923663 -1.425548 4.108954 -0.19 0.43 0.52
H -12.139206 -0.517657 2.718881 0.41 1.63 -0.70
H -11.048696 -2.959459 3.020836 -0.32 0.12 -0.67
H -11.214019 -2.124344 1.484629 0.51 1.18 -0.73
H -11.960942 -5.024751 2.034413 -0.17 0.76 -0.67
H -10.745607 -4.460889 0.975098 0.86 0.19 -0.15
H -12.348672 -4.180211 0.447223 -0.08 0.07 0.54
H -15.538652 -2.521753 0.377575 -0.18 0.27 -0.22
```
Positions in Å, forces in eV/Å.


Calculated values (eV Å⁻¹) of F_max for the records, taken in order: 0.11; 3.55.
Calculated values (kcal/mol) of relative energy (zero: lowest compared OMol25 entry of this formula, charge and spin) for the records, taken in order: 19.8; 13.5.